{"formula": "C19H47Br15N11O17P", "method": "ωB97M-V/def2-TZVPD", "species": ["Br", "H", "N", "H", "H", "H", "C", "C", "H", "N", "C", "H", "H", "H", "Br", "O", "O", "C", "Br", "H", "O", "H", "H", "C", "H", "N", "H", "O", "N", "C", "H", "H", "H", "N", "C", "H", "C", "Br", "O", "O", "H", "O", "C", "H", "H", "O", "H", "Br", "O", "C", "H", "O", "N", "Br", "Br", "H", "N", "O", "H", "C", "O", "H", "H", "C", "H", "Br", "N", "Br", "C", "H", "H", "C", "O", "N", "N", "O", "H", "C", "Br", "Br", "P", "Br", "H", "C", "H", "C", "O", "H", "H", "C", "H", "H", "H", "Br", "H", "H", "H", "O", "Br", "H", "C", "Br", "H", "H", "H", "H", "H", "H", "O", "N"], "positions_angstrom": [[8.467, 2.973, -3.860], [1.083, 5.230, 3.103], [-0.374, -0.753, -0.486], [5.020, -7.523, 5.965], [5.920, 0.828, 4.257], [-2.233, 1.125, 0.007], [1.410, 5.936, 3.866], [9.243, 1.843, -5.303], [-5.424, -4.945, 3.498], [-4.545, -3.339, 4.513], [-3.076, 2.385, -8.335], [-4.230, -3.899, 2.617], [-0.705, -0.183, 4.605], [-1.953, -2.100, -0.873], [1.498, 10.660, -6.835], [1.264, 1.229, 0.379], [3.090, -6.759, 4.098], [-8.126, -1.984, 0.147], [-0.063, 6.709, 4.849], [0.591, 3.534, -0.995], [-9.535, -0.137, 0.515], [-1.865, 2.864, 0.220], [2.984, -0.021, -1.305], [-1.937, 2.046, -0.497], [-9.001, -2.561, -0.152], [-0.718, 1.878, -1.251], [3.805, -5.847, -2.814], [7.791, -0.931, 2.380], [5.228, -6.012, -4.359], [-5.108, 10.169, -3.702], [5.345, -4.993, -2.530], [-7.658, 4.423, 6.867], [-0.042, -10.352, -0.858], [4.184, -6.328, 4.406], [0.351, -9.426, -0.437], [9.807, 2.530, -5.934], [4.890, -5.917, -2.885], [0.912, 7.472, -6.815], [-1.629, -8.180, -0.372], [1.623, -0.484, 6.518], [0.604, -0.968, -3.911], [7.048, -1.201, 4.434], [-4.463, -4.433, 3.538], [-2.755, 2.231, -1.193], [0.256, -9.315, 0.643], [-5.144, -2.357, 4.088], [-2.086, -0.459, -1.576], [-4.560, 8.979, -2.195], [4.853, -5.791, 3.513], [-7.492, 4.702, 5.827], [3.784, -6.364, 6.401], [6.336, -5.622, -4.710], [-6.263, 4.069, 5.257], [2.249, 7.348, 2.774], [-4.369, 3.365, -9.516], [2.737, -1.072, -2.550], [1.191, 0.362, -2.293], [-7.456, 0.246, 0.120], [-2.129, 2.910, -8.462], [0.544, -1.803, -0.039], [-5.225, 4.071, 5.862], [-0.648, 0.235, -3.499], [-7.380, -2.212, -0.614], [-0.409, -0.046, 5.646], [-3.696, -5.117, 3.901], [-2.920, 0.508, -9.024], [-8.382, -0.535, 0.341], [-4.531, 9.467, -5.419], [2.583, -0.018, -2.318], [1.371, -9.221, -0.762], [1.158, -2.227, -0.833], [-1.415, -1.294, -1.373], [-4.074, -3.507, 5.615], [-0.555, -8.337, -0.909], [7.144, -0.596, 3.375], [0.645, -2.112, 5.597], [-0.008, -2.576, 0.495], [4.694, -6.494, 5.815], [2.653, 5.000, 5.058], [-4.226, 11.878, -3.391], [0.420, 0.739, -0.789], [-3.639, 2.474, -6.445], [0.571, 3.061, -2.663], [-0.050, 3.109, -1.768], [0.730, 0.733, -4.326], [1.906, 8.878, -5.911], [-0.117, -7.645, -1.878], [1.315, -1.503, 0.672], [-7.432, 5.790, 5.870], [0.424, 0.042, -3.541], [5.306, -6.769, -2.348], [6.044, 1.058, 2.411], [-0.032, 0.965, 5.796], [10.330, 0.393, -4.579], [3.224, 0.591, -2.956], [-1.177, -0.230, 6.397], [-6.177, 10.314, -3.546], [-6.316, 3.566, 4.136], [1.496, 8.834, -3.983], [-0.805, 3.887, -1.881], [6.513, 0.750, 3.346], [7.740, 1.114, -6.346], [-0.996, -1.835, -2.221], [7.364, 1.402, 3.539], [-7.791, -2.415, 1.090], [5.448, -5.782, 6.149], [-8.338, 4.417, 5.202], [2.964, 8.672, -6.072], [4.392, -6.538, -5.158], [0.738, -0.927, 5.875]], "lowdin_charge": [0.498, -0.028, -0.304, 0.099, 0.095, 0.073, -1.583, -1.540, 0.104, -0.462, -1.485, 0.100, 0.103, 0.077, 0.471, -0.320, 0.043, 0.028, 0.555, 0.071, 0.053, 0.086, 0.071, -0.121, 0.095, -0.312, 0.091, 0.050, -0.405, -1.551, 0.094, 0.096, 0.104, -0.425, 0.044, -0.023, 0.048, 0.527, 0.067, 0.082, 0.077, 0.058, 0.032, 0.082, 0.099, 0.046, 0.069, 0.492, 0.039, 0.040, 0.094, 0.054, -0.443, 0.517, 0.489, 0.070, -0.292, 0.053, -0.028, -0.133, 0.065, 0.065, 0.096, 0.041, 0.100, 0.499, -0.420, 0.553, -0.143, 0.095, 0.072, -0.119, 0.079, -0.429, -0.439, 0.050, 0.082, 0.052, 0.537, 0.525, 0.604, 0.523, 0.076, -0.097, 0.071, -1.503, 0.019, 0.076, 0.098, -0.106, 0.099, 0.102, 0.096, 0.549, 0.079, 0.110, -0.020, 0.049, 0.533, 0.079, 0.035, 0.515, 0.072, 0.100, 0.096, 0.099, 0.095, -0.028, 0.019, -0.481], "fmax_ev_per_a": 3.44, "lumo_energy_ev": -0.5, "homo_lumo_gap_ha": 0.2840, "total_energy_ha": -41584.1898}

{"formula": "C19H47Br6N5O12", "method": "ωB97M-V/def2-TZVPD", "species": ["H", "H", "O", "H", "H", "H", "C", "C", "H", "C", "C", "H", "N", "H", "H", "C", "O", "H", "H", "O", "O", "H", "H", "H", "O", "H", "C", "O", "C", "Br", "Br", "H", "H", "H", "N", "H", "O", "H", "H", "H", "H", "C", "H", "H", "H", "C", "Br", "H", "H", "H", "H", "C", "H", "Br", "O", "O", "C", "N", "O", "C", "O", "C", "H", "H", "H", "H", "O", "C", "C", "H", "Br", "N", "H", "H", "H", "H", "Br", "H", "H", "H", "C", "N", "C", "H", "H", "C", "H", "H", "C"], "positions_angstrom": [[-2.352, 2.451, 7.905], [2.494, -0.184, -0.898], [-3.678, -2.008, -4.328], [-3.194, -3.559, -5.772], [-1.646, 6.736, -0.629], [5.122, 2.163, -7.040], [-0.641, 0.596, 6.250], [-3.451, 5.694, 0.097], [-1.962, 3.299, 6.484], [0.645, -1.287, -0.746], [3.843, -5.567, -5.140], [-0.167, 0.887, 7.187], [3.340, 2.278, -5.847], [-1.625, 6.272, 1.124], [-4.028, 6.450, 0.630], [4.445, 5.217, 2.209], [1.433, -5.516, 3.868], [-5.117, -0.085, -3.994], [4.823, 6.158, 2.607], [9.208, 2.822, 1.698], [1.833, -6.660, -4.631], [-3.992, 4.261, 7.645], [-4.773, 2.740, 7.479], [3.360, 5.165, 2.299], [-2.850, 1.433, 6.128], [-6.711, -0.165, 0.925], [-3.334, -4.311, -3.709], [4.482, 6.376, 0.249], [4.515, 2.881, -6.489], [-0.520, -1.833, 0.789], [-5.909, -2.796, 3.553], [9.359, 0.782, -0.573], [-5.967, -0.244, 2.446], [-3.345, -3.878, -2.709], [2.776, -6.123, -4.090], [0.922, -2.179, -1.306], [2.348, 3.016, -5.643], [-2.849, -0.973, -5.946], [7.705, 1.142, -0.063], [-4.552, -1.361, -6.041], [-3.328, 0.433, -3.830], [1.895, -0.727, -0.167], [-0.268, -6.388, 1.976], [-2.164, -0.001, 7.526], [-1.934, -2.983, -4.655], [-1.956, 6.008, 0.120], [3.135, -2.107, 0.542], [-4.311, 1.007, -5.139], [-2.660, -5.167, -3.702], [-4.446, 3.642, 6.020], [-3.645, 4.756, 0.617], [0.804, -6.571, 1.900], [-7.348, -2.814, 1.415], [-8.597, -0.314, 2.699], [3.383, 1.048, -5.583], [4.930, 4.208, 0.221], [-4.167, 0.160, -4.469], [9.326, 2.367, 0.508], [9.982, 2.888, -0.403], [8.732, 1.024, 0.285], [2.949, -5.971, -2.911], [-4.038, 3.386, 6.997], [-5.660, -2.534, 1.149], [-2.462, -0.452, 5.757], [5.101, 4.377, 2.439], [1.136, -7.440, 1.333], [1.554, -7.656, 3.747], [-6.766, -0.708, 1.868], [-6.506, -2.210, 1.754], [1.563, 0.034, 0.540], [-0.918, 4.381, -0.355], [4.570, 5.252, 0.737], [0.136, -0.552, -1.370], [3.282, -5.305, -6.038], [-0.047, -0.148, 5.719], [1.315, -5.680, 1.535], [-4.178, 5.620, -1.749], [-0.524, 1.507, 5.662], [4.970, 3.158, -5.539], [4.163, -4.734, -4.513], [-3.762, -1.050, -5.357], [1.306, -6.598, 3.281], [-2.747, 2.678, 6.915], [-4.331, -4.736, -3.824], [8.769, 0.257, 1.058], [-2.102, 0.284, 6.476], [4.292, 3.810, -7.015], [4.578, -6.332, -5.393], [-2.997, -3.201, -4.761]], "lowdin_charge": [0.116, 0.055, -0.200, 0.113, 0.045, 0.103, -0.090, -0.675, 0.107, -0.644, 0.079, 0.069, -0.419, 0.055, 0.054, 0.041, 0.040, 0.078, 0.099, 0.018, 0.043, 0.080, 0.080, 0.106, -0.182, 0.053, -0.071, 0.055, 0.031, 0.554, 0.566, 0.091, 0.039, 0.066, -0.442, 0.048, 0.046, 0.113, 0.101, 0.112, 0.074, -0.710, 0.108, 0.112, 0.108, -0.649, 0.570, 0.064, 0.065, 0.080, 0.049, 0.043, 0.054, 0.513, 0.029, 0.054, -0.063, -0.398, 0.055, 0.032, 0.063, -0.092, 0.047, 0.119, 0.101, 0.102, 0.089, -0.631, -0.642, 0.053, 0.549, -0.455, 0.070, 0.084, 0.073, 0.093, 0.569, 0.070, 0.108, 0.084, -0.278, -0.475, -0.267, 0.064, 0.102, -0.273, 0.102, 0.088, -0.245], "fmax_ev_per_a": 3.96, "smiles": "C[N+](=O)[O-].C[N+](=O)[O-].C[N+](=O)[O-].C[N+](=O)[O-].C[N+](=O)[O-].BrCCBr.BrCCBr.BrCCBr.CCOCC.CCOCC", "lumo_energy_ev": -0.3, "homo_lumo_gap_ha": 0.3383, "e_above_lowest_kj_mol": 315.3, "total_energy_ha": -17372.2339}